# 1
Formula: C5H14NP3
Source: the OMol25 dataset
Level of theory: ωB97M-V/def2-TZVPD

The geometry in ORCA input format:
```
! RIJCOSX wB97M-V def2-TZVPD def2/J DEFGRID3
* xyz 0 1
P -0.086 -1.711 0.386
P -1.595 1.131 0.611
P 1.410 0.694 1.155
N 1.262 -0.677 0.090
C 2.513 -1.363 -0.224
C -1.473 -0.575 -0.147
C 0.141 1.777 0.326
C 0.404 2.029 -1.153
C -2.793 -1.302 0.125
H -0.292 -1.449 1.769
H 0.170 2.732 0.874
H -1.366 -0.429 -1.232
H -2.798 -2.282 -0.353
H -0.430 2.571 -1.599
H -2.932 -1.445 1.197
H 3.062 -1.699 0.660
H -3.636 -0.725 -0.255
H 1.311 2.618 -1.288
H 2.499 1.238 0.439
H 3.155 -0.685 -0.790
H -1.336 0.703 1.931
H 2.288 -2.235 -0.840
H 0.525 1.085 -1.683
*
```

Output
Max |F|: 0.88 eV/Å
Total energy: -34768.0358 eV
Orbital gap: 9.2 eV
SMILES: C[C@H]1P[C@H](C)PN(C)P1
HOMO energy: -0.302 Eh

natural (NBO) atomic charge list, values in e, 6 entries:
1. P 0.785
2. P 0.583
3. P 0.777
4. N -1.039
5. C -0.412
6. C -0.803

# 2
Formula: C3H11N2O
Source: the OMol25 dataset
Level of theory: ωB97M-V/def2-TZVPD

The geometry in ORCA input format:
```
! RIJCOSX wB97M-V def2-TZVPD def2/J DEFGRID3
* xyz 1 1
O -1.224 0.754 -1.177
N 0.466 0.018 0.341
N -0.953 -1.708 -0.729
C 1.287 1.268 0.211
C -0.284 -0.032 1.614
C -0.327 -0.234 -0.922
H 1.666 1.609 1.107
H -0.235 -2.420 -0.908
H 1.179 -0.673 0.525
H -1.154 0.619 1.478
H 2.029 1.101 -0.511
H 0.483 -0.166 -1.706
H 0.568 1.889 -0.152
H -1.567 0.730 -2.128
H -0.615 -1.094 1.722
H -1.673 -1.900 -1.316
H 0.355 0.240 2.550
*
```

Output
Max |F|: 5.88 eV/Å
Total energy: -8309.1702 eV
Orbital gap: 11.2 eV
Energy relative to the best compared isomer or geometry (same formula, charge and spin): 253.0 kJ/mol
SMILES: C[NH+](C)[C@@H](N)O
HOMO energy: -0.533 Eh

natural (NBO) atomic charge list, values in e, 6 entries:
1. O -0.703
2. N -0.359
3. N -0.851
4. C -0.398
5. C -0.449
6. C 0.419

# 3
Formula: C7H14O2
Source: the OMol25 dataset
Level of theory: ωB97M-V/def2-TZVPD

The geometry in ORCA input format:
```
! RIJCOSX wB97M-V def2-TZVPD def2/J DEFGRID3
* xyz 0 1
O 3.732 0.254 1.124
O -0.869 -1.795 3.225
C -0.267 1.141 -0.913
C -0.207 2.649 -0.838
C -2.592 -1.531 -1.275
C -1.407 0.500 -1.255
C 1.005 -0.466 0.342
C 0.978 0.487 -0.593
C -1.353 -0.998 -1.364
H -0.466 -1.566 -1.613
H -3.533 -1.139 -0.990
H 1.864 0.904 -1.100
H -2.354 0.961 -1.383
H 2.985 0.550 1.602
H -0.508 -2.328 2.502
H 0.302 2.899 -1.808
H -2.675 -2.603 -1.305
H 0.165 -0.998 0.914
H -0.112 -1.217 3.528
H -1.192 3.080 -0.530
H 4.006 -0.626 1.271
H 0.587 2.853 -0.099
H 1.912 -1.010 0.557
*
```

Output
Max |F|: 4.04 eV/Å
Total energy: -11577.9252 eV
Orbital gap: 8.7 eV
Energy relative to the best compared isomer or geometry (same formula, charge and spin): 326.4 kJ/mol
SMILES: C=C/C=C(/C)C=C.O.O
HOMO energy: -0.302 Eh

natural (NBO) atomic charge list, values in e, 6 entries:
1. O -0.951
2. O -0.933
3. C -0.009
4. C -0.643
5. C -0.400
6. C -0.224

# 4
Formula: C29H41F5P2Ru
Source: the OMol25 dataset
Level of theory: ωB97M-V/def2-TZVPD

The geometry in ORCA input format:
```
! RIJCOSX wB97M-V def2-TZVPD def2/J DEFGRID3
* xyz 2 5
Ru 1.205 0.927 0.964
P -0.762 1.413 -0.075
P 0.318 -1.104 0.612
F -1.601 0.284 2.850
F -2.296 0.824 5.313
F -0.568 2.068 7.063
F 2.797 2.008 3.794
F 1.991 2.620 6.206
C -0.703 1.612 -1.877
C -0.187 1.782 5.808
C 2.486 2.405 -1.203
C 2.948 3.528 1.082
C -2.072 -3.757 -1.514
C 3.429 0.344 -0.798
C -1.960 2.567 0.568
C -3.422 -1.417 -2.744
C -3.886 -0.946 -1.570
C 0.132 -2.347 1.866
C -2.655 -3.876 -2.896
C 2.904 1.191 -1.799
C -4.708 -1.755 -0.609
C 1.476 1.762 4.051
C -0.647 0.912 3.602
C 3.341 1.014 0.480
C 2.884 0.877 -3.253
C 0.866 -1.888 -0.920
C 1.991 3.614 -1.896
C -4.286 -3.240 -0.444
C -3.701 -2.792 -3.281
C 0.618 1.216 3.087
C -1.304 -0.354 0.135
C 4.097 -0.961 -0.993
C -2.799 -3.469 -0.429
C 2.722 2.337 0.224
C -1.058 1.175 4.911
C 4.252 0.728 1.620
C 1.100 2.066 5.363
H 4.026 3.730 1.171
H 0.235 1.214 -2.288
H 3.680 -1.509 -1.847
H -3.132 -4.862 -3.043
H 1.292 4.160 -1.248
H 2.803 -0.207 -3.407
H -1.683 2.869 1.586
H 1.475 3.364 -2.832
H 4.825 1.627 1.885
H -4.789 -3.845 -1.212
H -0.753 2.691 -2.085
H -2.953 2.101 0.570
H -1.950 3.454 -0.080
H 1.228 -1.142 -1.637
H 2.812 4.304 -2.146
H 4.954 -0.070 1.356
H -1.557 1.093 -2.332
H -1.037 -4.120 -1.421
H 3.976 -1.579 -0.094
H -0.822 -2.869 1.734
H 2.554 3.347 2.086
H -1.690 -0.793 -0.794
H 2.458 4.409 0.653
H 0.177 -1.886 2.860
H -3.788 0.120 -1.327
H 5.178 -0.845 -1.169
H 0.035 -2.450 -1.362
H -2.052 -0.457 0.929
H 3.799 1.213 -3.762
H -1.838 -3.833 -3.630
H -2.361 -3.526 0.578
H -2.896 -0.760 -3.445
H 1.693 -2.565 -0.663
H -5.775 -1.737 -0.891
H -4.654 -1.273 0.378
H -4.692 -3.581 0.522
H 2.034 1.362 -3.749
H 3.677 0.411 2.491
H 0.972 -3.048 1.759
H -3.697 -2.732 -4.383
H -4.705 -3.148 -3.006
*
```

Output
Max |F|: 3.83 eV/Å
Total energy: -65464.3918 eV
Orbital gap (alpha / beta): 6.0 / 2.8 eV
<S²>: 6.02
HOMO energy (alpha / beta): -0.456 / -0.495 Eh

Löwdin atomic charge list, values in e, 6 entries:
1. Ru 0.873
2. P 0.749
3. P 0.739
4. F 0.001
5. F 0.113
6. F 0.144

# 5
Formula: C4H9O3
Source: the OMol25 dataset
Level of theory: ωB97M-V/def2-TZVPD

The geometry in ORCA input format:
```
! RIJCOSX wB97M-V def2-TZVPD def2/J DEFGRID3
* xyz -1 1
O 1.905 -1.148 -0.525
O 1.248 0.497 -1.889
O -3.135 -0.240 -1.404
C -2.096 -1.102 -0.932
C 1.363 0.442 1.757
C 1.321 1.112 0.398
C 1.567 0.018 -0.768
H 0.388 1.574 0.105
H -2.435 -1.934 -0.320
H 2.337 -0.004 1.960
H -1.291 -0.490 -0.453
H -1.546 -1.348 -1.845
H 0.658 -0.392 1.757
H 2.151 1.796 0.204
H -3.613 0.095 -0.647
H 1.176 1.124 2.602
*
```

Output
Max |F|: 2.49 eV/Å
Total energy: -10437.2120 eV
Orbital gap: 7.3 eV
Energy relative to the best compared isomer or geometry (same formula, charge and spin): 120.9 kJ/mol
HOMO energy: -0.138 Eh

natural (NBO) atomic charge list, values in e, 6 entries:
1. O -0.780
2. O -0.812
3. O -0.730
4. C -0.276
5. C -0.613
6. C -0.543

# 6
Formula: C5H6N3O2S
Source: the OMol25 dataset
Level of theory: ωB97M-V/def2-TZVPD

The geometry in ORCA input format:
```
! RIJCOSX wB97M-V def2-TZVPD def2/J DEFGRID3
* xyz -1 1
S -0.272 2.898 -0.658
O 1.260 -0.806 2.060
O 1.468 1.450 2.089
N -0.887 -1.163 -1.167
N -0.514 -0.426 -0.105
N -2.686 -0.786 0.138
C 1.743 -0.312 -0.870
C -2.218 -1.385 -0.972
C 1.238 0.397 1.642
C 0.751 -0.048 0.223
C -1.647 -0.157 0.619
H 0.259 2.976 0.686
H 1.184 -0.831 -1.730
H 2.164 0.722 -1.232
H 2.644 -1.047 -0.641
H -2.808 -1.817 -1.689
H -1.679 0.332 1.605
*
```

Output
Max |F|: 5.10 eV/Å
Total energy: -24681.5497 eV
Orbital gap: 5.5 eV
Energy relative to the best compared isomer or geometry (same formula, charge and spin): 356.7 kJ/mol
HOMO energy: -0.121 Eh

natural (NBO) atomic charge list, values in e, 6 entries:
1. S -0.980
2. O -0.653
3. O -0.589
4. N -0.283
5. N -0.261
6. N -0.478